The following is a DFT calculation (ωB97M-V with the def2-TZVPD basis set) of C4H6N2O2 in the gas phase.

```
14
Properties=species:S:1:pos:R:3:lowdin_charge:R:1
C -2.10412 -1.49421 0.34942 -0.042
O -0.78274 -1.15469 -0.04773 -0.034
C -0.47158 0.15063 0.02664 -0.461
O -1.19525 1.06512 0.39995 0.108
N 0.91079 0.34091 -0.36113 -0.029
C 1.55495 1.66210 -0.11708 0.005
C 1.79647 -0.57835 -0.57381 -0.334
N 2.52653 -1.41938 -0.85039 0.173
H -2.83887 -1.10362 -0.38156 0.102
H -2.34099 -0.96810 1.43257 0.157
H -2.01706 -2.54597 0.36411 0.074
H 1.36277 1.97628 0.89887 0.091
H 2.58652 1.69807 -0.36179 0.083
H 1.01258 2.37120 -0.77807 0.106
```

Computed properties:
HOMO-LUMO gap: 10.73 eV
Highest occupied orbital energy: -10.075 eV
LUMO energy: 0.7 eV
Energy relative to the best compared isomer or geometry (same formula, charge and spin): 161.1 kJ/mol